The following is a DFT calculation (ωB97M-V/def2-TZVPD) of C39H84Br2F3IN9O2P2 as an isolated structure in a non-equilibrium geometry.

Geometry as XYZ:
```
142
Properties=species:S:1:pos:R:3:forces:R:3
C -2.91059 5.13324 -4.36064 0.7 -0.5 0.4
C -3.08325 3.98576 -3.70387 -0.5 0.7 -0.5
N -2.07258 2.95867 -3.67120 0.2 0.8 1.1
C -1.80963 2.28734 -4.95220 0.0 0.2 -0.7
C -1.05331 3.13365 -5.98730 -0.2 -0.5 -0.4
C -0.52812 2.19310 -7.10680 -0.7 0.2 -0.1
C -1.03053 2.57904 -8.52759 0.9 -1.1 0.1
C -2.12072 1.62897 -9.02044 -0.7 0.3 0.4
C -3.43862 1.78725 -8.22672 -0.2 0.0 -0.8
C -4.68849 1.53462 -9.09506 -0.1 0.0 0.2
C -1.43433 2.64911 -2.56795 1.1 -0.4 0.5
N -1.62229 3.18757 -1.31252 -1.3 -0.7 0.6
I -3.58534 3.09966 -0.55927 0.1 0.4 -0.2
C -0.80461 2.38817 -0.32161 0.2 -0.7 -0.2
C -0.42071 1.17680 -1.17631 -0.7 -0.4 0.5
C 0.69037 0.22174 -0.73975 0.3 0.2 -0.6
C 0.22759 -1.23819 -0.51916 0.2 0.0 0.6
C 0.43048 -1.60664 0.96520 -0.6 0.6 -0.7
C -0.49926 -0.70866 1.83076 0.9 -0.6 0.0
C -0.99456 -1.42990 3.11212 0.7 1.3 -0.7
C -0.16521 -0.97380 4.32876 -1.0 -0.7 0.1
C -0.94880 -1.27462 5.64519 0.5 1.1 -1.0
C -1.49034 0.03342 6.24397 0.5 -0.6 0.9
C -1.72300 -0.12447 7.76585 -0.8 1.1 -1.0
C -2.53543 1.09256 8.29696 0.9 -0.1 0.3
C -1.66209 1.90690 9.27452 -0.3 -0.5 -0.4
N -0.43144 1.71449 -2.54311 0.4 0.3 -0.4
C 0.83797 2.00680 -3.21904 -0.2 0.4 -0.5
C 1.89078 2.69783 -2.33930 0.2 -0.4 -0.3
C 2.32355 4.06695 -2.82420 0.7 -0.2 0.9
F 2.94229 3.98013 -4.03082 -0.4 0.1 -0.2
Br 0.86008 5.34653 -2.88544 0.0 -0.2 -0.2
C 3.37432 4.63333 -1.82557 0.3 0.8 0.0
F 3.68956 5.90326 -2.14454 -0.1 -0.3 0.0
F 2.87689 4.65695 -0.57402 0.0 -0.2 -0.3
Br 5.02652 3.61691 -1.84640 -0.2 0.0 0.1
H -1.89987 5.52059 -4.44964 0.0 -0.2 -0.9
H -3.73283 5.67604 -4.80446 -0.1 0.4 0.8
H -4.01945 3.78674 -3.19772 -0.2 -0.6 -0.7
H -2.78061 2.04249 -5.38458 -0.1 0.0 0.1
H -1.29374 1.34018 -4.81660 0.1 0.1 0.6
H -1.75986 3.81156 -6.46471 0.0 0.2 0.2
H -0.25970 3.74190 -5.55239 0.0 -0.1 0.1
H -0.92085 1.18674 -6.92840 0.2 0.0 0.1
H 0.55688 2.10127 -7.07455 0.0 0.2 0.0
H -1.36320 3.61599 -8.55023 0.1 0.0 -0.2
H -0.17540 2.42430 -9.18936 -0.1 0.5 -0.2
H -1.79525 0.58892 -8.93981 0.2 0.0 -0.1
H -2.34565 1.81317 -10.07271 0.1 0.1 0.0
H -3.48550 2.82452 -7.88328 -0.1 -0.1 0.3
H -3.48165 1.10458 -7.37664 0.2 0.2 0.1
H -4.47714 0.93378 -9.97993 0.1 0.0 0.0
H -5.46357 1.01473 -8.53094 0.0 0.0 0.0
H -5.11584 2.48036 -9.42815 0.0 0.0 -0.1
H -1.43546 1.97473 0.45751 -0.1 0.4 0.2
H -0.02539 2.95400 0.18997 0.1 0.3 -0.6
H -1.33866 0.57799 -1.13233 0.1 -0.1 -0.1
H 1.49952 0.18642 -1.47399 -0.1 0.3 -0.1
H 1.15561 0.63538 0.15749 0.0 -0.1 0.1
H 0.77541 -1.89917 -1.19274 0.1 -0.1 0.1
H -0.83503 -1.36829 -0.73822 0.0 0.1 -0.1
H 1.47732 -1.39935 1.19813 0.0 -0.4 0.3
H 0.19245 -2.65644 1.12620 0.2 0.0 0.0
H 0.11671 0.15227 2.11086 -0.3 0.2 0.2
H -1.31174 -0.32371 1.20763 -0.2 -0.3 0.1
H -0.87578 -2.49985 2.95341 -0.4 -0.1 0.2
H -2.04269 -1.15413 3.23673 -0.1 -0.3 0.3
H 0.00561 0.10051 4.25269 0.1 0.0 0.0
H 0.80414 -1.47539 4.30244 0.0 0.1 0.1
H -0.28162 -1.78147 6.34088 -0.3 -0.1 0.2
H -1.80637 -1.89121 5.37529 0.1 -0.4 0.3
H -2.39887 0.37056 5.74060 0.0 -0.1 -0.1
H -0.74864 0.83115 6.13688 0.0 0.0 -0.2
H -0.73308 -0.09794 8.21973 -0.1 -0.5 0.2
H -2.24281 -1.06417 7.95011 0.2 -0.1 0.2
H -2.75797 1.75175 7.45594 -0.3 -0.1 0.0
H -3.47016 0.77438 8.75695 0.0 0.1 0.0
H -0.87738 2.39357 8.69196 0.0 0.2 0.1
H -1.14919 1.22631 9.95484 -0.2 0.1 0.3
H -2.25898 2.63293 9.82303 0.2 0.1 0.1
H 1.23407 1.10817 -3.68837 0.0 -0.1 0.3
H 0.61242 2.68112 -4.04513 -0.1 -0.1 0.0
H 1.61870 2.78760 -1.29114 -0.2 -0.1 -0.1
H 2.79229 2.08226 -2.36091 0.1 0.1 0.1
O 5.15215 -1.39981 2.62492 1.5 -0.7 -2.9
P 6.22497 -0.34870 2.61663 -1.2 2.8 5.5
N 7.15894 -0.83305 3.97854 0.1 -0.3 -0.4
C 8.05271 0.02010 4.74096 0.3 0.4 -0.1
C 7.74045 -2.17116 3.86797 -0.3 -0.3 -0.1
N 5.21825 1.01992 3.00043 -0.2 0.0 0.0
C 5.36391 1.75706 4.24233 0.4 0.3 -0.1
C 3.80073 0.85321 2.69989 0.0 -0.2 -0.1
N 7.45644 0.69636 1.92682 -0.7 -1.6 -2.2
C 7.01285 1.88666 1.18179 -0.2 0.4 0.0
C 8.29183 -0.09468 0.98103 0.4 -0.2 0.4
H 8.95134 0.31950 4.18628 0.0 0.0 0.0
H 8.38377 -0.51583 5.63283 -0.1 -0.2 -0.1
H 7.56469 0.91436 5.11247 0.0 0.0 -0.2
H 8.66932 -2.17392 3.28089 0.1 0.0 0.1
H 7.03907 -2.86085 3.39913 0.0 0.1 0.0
H 7.97138 -2.57021 4.85684 0.0 0.1 0.0
H 5.20176 1.12941 5.12720 0.0 0.1 0.0
H 4.64939 2.58346 4.26927 -0.1 -0.1 -0.1
H 6.34220 2.23716 4.30557 0.0 -0.1 0.0
H 3.27446 0.27662 3.47041 -0.1 0.0 -0.1
H 3.65677 0.35080 1.74425 0.0 -0.1 0.1
H 3.32526 1.83678 2.62391 0.1 0.1 0.1
H 6.25116 1.64590 0.43554 0.0 0.1 -0.1
H 7.86509 2.33995 0.66907 0.1 -0.3 0.0
H 6.62304 2.65714 1.83892 -0.1 -0.2 0.1
H 7.71694 -0.42030 0.10876 0.1 0.1 -0.1
H 8.69165 -0.98688 1.46621 -0.1 0.0 0.1
H 9.14211 0.49315 0.63795 0.0 0.1 0.1
O -3.05228 -2.66916 0.18957 -2.6 1.3 -1.6
P -3.90948 -3.89634 -0.00072 3.7 -4.3 2.8
N -4.26292 -4.28602 1.63848 -0.3 0.5 -0.1
C -4.66707 -5.59141 2.13095 -0.3 -0.4 -0.2
C -4.98976 -3.24632 2.36645 0.2 0.4 0.0
N -2.68471 -4.95042 -0.64106 0.0 0.1 0.0
C -2.23090 -6.13376 0.06748 -0.4 -0.4 -0.1
C -1.54273 -4.26453 -1.22466 0.1 0.3 0.0
N -5.18386 -4.88418 -0.68750 -0.5 2.6 -1.4
C -4.96079 -5.50478 -2.00827 0.2 -0.3 -0.1
C -6.42151 -4.06659 -0.82819 -0.2 -0.1 0.6
H -5.67161 -5.88984 1.80563 0.0 0.0 0.0
H -4.66886 -5.57642 3.22277 0.0 0.2 0.0
H -3.97047 -6.37651 1.85922 0.0 0.1 -0.2
H -6.07027 -3.27754 2.16938 0.0 0.0 0.1
H -4.62279 -2.25583 2.09633 0.0 -0.1 -0.1
H -4.84524 -3.36059 3.44221 0.0 -0.1 0.0
H -1.80493 -5.89893 1.05093 0.0 -0.1 0.0
H -1.47179 -6.65062 -0.52350 0.1 0.2 0.0
H -3.03597 -6.86216 0.17912 0.0 0.1 0.1
H -0.84545 -3.92188 -0.45059 0.1 0.1 -0.1
H -1.86196 -3.39975 -1.80329 0.0 0.0 0.1
H -1.00403 -4.92517 -1.90904 -0.1 -0.2 0.1
H -4.61268 -4.78915 -2.75615 0.0 0.0 -0.1
H -5.89821 -5.94112 -2.35955 -0.1 0.2 0.1
H -4.25182 -6.32384 -1.95306 0.1 0.1 0.1
H -6.29896 -3.27294 -1.57090 -0.1 -0.1 -0.1
H -6.68825 -3.59587 0.12012 0.1 0.0 0.0
H -7.26172 -4.69277 -1.12380 0.1 -0.1 0.0
```
Forces are in eV/Å.

Computed properties:
**HOMO level**: -9.9241 eV
**Lowest unoccupied orbital energy**: -0.14503 Ha
**Kohn-Sham gap**: 5.98 eV
**Total charge**: +1